This record from OMol25 describes a cluster of 21 separate species, C81H194N21O31 in total at a distorted geometry. The level of theory is ωB97M-V with the def2-TZVPD basis set.

Structure (XYZ):
```
327
Properties=species:S:1:pos:R:3
C -16.46426 -26.23848 -3.75971
C -17.00631 -26.47563 -2.36738
O -17.61501 -25.57262 -1.85113
N -16.63555 -27.53023 -1.67711
H -16.04226 -28.18344 -2.18283
H -12.91725 -27.86663 -3.02628
C -16.64956 -27.83380 -0.21472
H -17.34967 -25.81957 -4.33909
H -15.92808 -27.05779 -4.27572
H -15.80213 -25.39143 -3.75034
H -15.79596 -28.42268 0.03802
H -17.54300 -28.30484 0.15124
H -16.39332 -26.90849 0.34325
C -10.55270 -19.67161 -3.07662
C -11.68074 -19.48429 -4.30033
O -12.85556 -19.93097 -4.31931
N -11.17952 -18.81769 -5.36476
H -10.36698 -18.27670 -5.27177
H -10.60095 -20.53818 -6.43476
C -12.07672 -18.61079 -6.42558
H -9.47349 -19.54148 -3.31140
H -10.66435 -20.65997 -2.59103
H -10.86996 -18.88309 -2.28563
H -11.56207 -18.07102 -7.22294
H -13.00502 -18.17491 -6.09662
H -12.35661 -19.54845 -6.84583
C -17.46937 -28.11323 -15.44767
C -17.81655 -27.60255 -14.07525
O -18.81685 -26.94665 -13.75881
N -16.94589 -27.90255 -13.09733
H -17.47780 -30.70595 -12.08918
H -16.00855 -28.27145 -13.28597
C -17.06896 -27.05602 -11.93384
H -16.66149 -27.51360 -15.81275
H -18.30807 -28.20187 -16.11334
H -17.03469 -29.06838 -15.43075
H -16.22769 -27.30130 -11.29756
H -18.03731 -27.20090 -11.44223
H -17.07577 -26.08103 -12.38905
C -18.46866 -28.03221 -6.16037
C -17.99279 -29.30208 -6.71418
O -16.88936 -29.76792 -6.40641
N -18.77713 -29.93476 -7.59512
H -15.95371 -29.54873 -5.08783
H -19.57866 -29.42628 -7.94997
C -18.37663 -31.10477 -8.24970
H -18.05028 -27.20881 -6.66715
H -18.33197 -27.89460 -5.14065
H -19.58428 -27.98602 -6.28707
H -18.91284 -31.14749 -9.19526
H -18.51557 -32.03671 -7.81665
H -17.31257 -31.10031 -8.45667
C -20.98097 -23.28215 -17.79095
C -20.98530 -24.69771 -17.45921
C -20.60982 -25.04925 -16.03675
C -21.57071 -24.31318 -15.09089
N -21.73071 -24.78414 -13.71034
C -22.14222 -26.25545 -13.67749
C -22.74764 -26.44066 -12.25005
C -23.03001 -24.92836 -11.81747
C -22.90343 -24.13967 -13.07980
C -20.49688 -24.61098 -12.87990
H -21.75787 -22.71887 -17.20170
H -21.15847 -22.98249 -18.81625
H -19.92478 -22.87205 -17.64960
H -20.36021 -25.25329 -18.16280
H -21.90874 -25.16762 -17.74358
H -19.52979 -24.73295 -15.76185
H -20.67707 -26.07970 -15.94179
H -22.60668 -24.32672 -15.47061
H -21.38077 -23.23618 -15.06119
H -21.36978 -26.90226 -13.90304
H -22.85228 -26.24377 -14.45988
H -21.92241 -26.67551 -11.57519
H -23.62136 -27.06174 -12.29476
H -22.24664 -24.68574 -11.05447
H -24.00905 -24.64080 -11.33950
H -22.63412 -23.14802 -12.82796
H -23.74800 -24.20386 -13.84800
H -20.59485 -25.17920 -11.98269
H -20.34247 -23.54596 -12.60011
H -19.61205 -24.97610 -13.41345
C -9.35591 -31.58861 -18.00383
C -10.24876 -30.37528 -18.12891
C -11.44420 -30.22486 -17.13849
C -12.52769 -31.30371 -17.36596
N -12.93331 -32.06370 -16.12983
C -11.63348 -32.70297 -15.55663
C -12.21335 -33.90610 -14.63991
C -13.50852 -34.39480 -15.47606
C -13.76303 -33.25489 -16.44594
C -13.67408 -31.14926 -15.23670
H -9.92871 -32.52560 -18.07446
H -8.75487 -31.66467 -17.05694
H -8.69121 -31.59170 -18.89607
H -10.54620 -30.22209 -19.18708
H -9.60808 -29.46149 -17.93386
H -11.81043 -29.18499 -17.06555
H -10.95378 -30.33187 -16.16266
H -12.04016 -31.98953 -17.99938
H -13.40696 -30.90228 -17.95306
H -10.98564 -31.93466 -15.19964
H -11.18662 -33.13827 -16.45823
H -12.41426 -33.52907 -13.60367
H -11.56512 -34.74724 -14.48211
H -14.26253 -34.48492 -14.72674
H -13.21042 -35.31387 -15.96097
H -14.82908 -32.98889 -16.48800
H -13.57387 -33.57476 -17.42944
H -14.51041 -30.78109 -15.76368
H -12.95436 -30.30500 -15.08067
H -13.93145 -31.68186 -14.28165
C -6.78866 -32.24967 -8.73290
C -6.48004 -32.72055 -7.29955
C -5.56910 -33.95043 -7.21974
C -6.34669 -35.12687 -7.86427
N -5.68607 -35.97536 -8.96092
C -5.38622 -35.25386 -10.22394
C -6.71612 -35.35374 -10.98531
C -7.10012 -36.77968 -10.80924
C -6.72466 -37.04782 -9.38851
C -4.50795 -36.61859 -8.39614
H -5.86912 -31.75268 -9.16810
H -7.60727 -31.52472 -8.73322
H -7.21543 -33.03882 -9.32664
H -7.42094 -32.81777 -6.75544
H -6.03132 -31.81962 -6.74124
H -5.41670 -34.23748 -6.16355
H -4.62699 -33.70836 -7.83420
H -7.30263 -34.84003 -8.34092
H -6.63679 -35.68666 -6.98684
H -4.62244 -35.77883 -10.79730
H -5.12510 -34.17321 -10.04665
H -6.64574 -35.02353 -11.99528
H -7.37909 -34.64029 -10.46165
H -6.46103 -37.39588 -11.47168
H -8.14766 -37.08527 -10.93425
H -6.21334 -37.97120 -9.24695
H -7.51918 -37.04351 -8.67115
H -4.80013 -36.97497 -7.37375
H -3.75490 -35.85598 -8.23969
H -4.25933 -37.37459 -9.11331
C -15.52206 -26.34785 -8.08896
C -14.33154 -26.85199 -7.17392
C -14.05255 -28.31958 -7.41003
C -13.42357 -28.93437 -8.69127
N -13.10227 -30.39876 -8.43734
C -12.02081 -30.57247 -7.28445
C -10.71267 -30.09738 -7.90844
C -10.92312 -30.14126 -9.41312
C -12.30428 -30.87380 -9.62197
C -14.21938 -31.28151 -8.15600
H -16.33054 -27.09134 -8.11702
H -15.12697 -26.09391 -9.09128
H -16.12541 -25.48325 -7.83791
H -14.67052 -26.82511 -6.15581
H -13.39512 -26.23058 -7.14714
H -14.97691 -28.98214 -7.33727
H -13.33463 -28.59897 -6.64417
H -12.48148 -28.39031 -8.97520
H -14.10725 -29.01113 -9.56542
H -12.06326 -31.61617 -7.06339
H -12.36219 -30.15078 -6.31096
H -9.96520 -30.79485 -7.60221
H -10.46320 -29.08929 -7.52539
H -10.17345 -30.72716 -9.86979
H -10.81702 -29.13295 -9.88163
H -12.10864 -31.97033 -9.30640
H -12.91264 -30.68675 -10.53821
H -14.79692 -31.24097 -9.04550
H -14.70281 -31.02181 -7.20701
H -13.88611 -32.28822 -7.99054
C -15.55533 -22.01515 -3.26827
C -15.78107 -22.64405 -1.93310
C -17.19886 -22.56687 -1.37909
C -18.25948 -22.29436 -2.41947
N -19.61455 -22.04096 -1.80556
C -20.04009 -23.19364 -0.94555
C -21.48648 -23.35058 -1.20671
C -21.71476 -22.83469 -2.61247
C -20.64615 -21.82725 -2.86333
C -19.57605 -20.79746 -0.96721
H -14.57246 -22.26321 -3.73318
H -15.41469 -20.91516 -3.34070
H -16.34772 -22.21635 -3.97515
H -15.15847 -22.10595 -1.18908
H -15.43376 -23.66066 -2.03940
H -17.24084 -21.84257 -0.58686
H -17.42451 -23.52461 -0.92709
H -18.36204 -23.06352 -3.06771
H -18.03458 -21.35837 -2.97871
H -19.86782 -23.00638 0.12814
H -19.43676 -23.95064 -1.32027
H -22.11860 -22.83879 -0.43773
H -21.85707 -24.38867 -1.18574
H -22.73777 -22.41841 -2.75055
H -21.61236 -23.72304 -3.26158
H -20.94362 -20.79568 -2.77065
H -20.21381 -22.05567 -3.81986
H -19.20248 -19.96219 -1.57385
H -18.99183 -20.90060 -0.07031
H -20.59176 -20.50775 -0.75913
C -13.62250 -37.32855 -7.15223
C -14.08687 -35.97818 -6.78120
C -13.94282 -35.35501 -5.40270
C -12.41648 -35.05225 -5.08672
N -12.21233 -34.50806 -3.67068
C -12.71732 -33.05734 -3.56981
C -11.99979 -32.44832 -2.35829
C -10.57915 -33.23613 -2.39044
C -10.71784 -34.34599 -3.36988
C -12.83448 -35.33954 -2.61188
H -14.14563 -37.54681 -8.07392
H -13.92292 -38.08063 -6.41291
H -12.48693 -37.24943 -7.31030
H -15.19883 -35.97237 -6.94975
H -13.74260 -35.31865 -7.63799
H -14.41927 -36.01748 -4.62670
H -14.53068 -34.43915 -5.26992
H -12.04861 -34.29950 -5.79853
H -11.89753 -35.99853 -5.11549
H -13.77501 -33.16497 -3.41182
H -12.56023 -32.54126 -4.48363
H -12.62249 -32.66859 -1.45549
H -11.90068 -31.39676 -2.38449
H -10.28724 -33.58417 -1.38994
H -9.78953 -32.64215 -2.81750
H -10.28316 -35.30858 -3.01763
H -10.24609 -34.04917 -4.31777
H -12.55817 -34.87754 -1.63676
H -12.38806 -36.37007 -2.58946
H -13.87726 -35.29968 -2.71906
C -15.62294 -22.84788 -6.98590
N -15.50649 -22.13012 -8.32858
C -16.23207 -20.80613 -8.35469
C -14.06970 -21.71067 -8.51959
C -15.98735 -22.98008 -9.53758
C -17.45051 -23.41887 -9.41179
O -18.16677 -22.33729 -10.06328
H -14.97031 -22.48025 -6.22923
H -15.23001 -23.87442 -7.16626
H -16.63375 -22.86264 -6.61000
H -15.96622 -20.27070 -7.52122
H -17.33302 -20.98122 -8.31139
H -16.03413 -20.35052 -9.32386
H -13.78513 -21.00580 -7.76413
H -14.02761 -21.20559 -9.47656
H -13.32188 -22.52712 -8.56560
H -15.28395 -23.83218 -9.55584
H -15.93472 -22.35042 -10.45453
H -17.70518 -23.51108 -8.34673
H -17.58265 -24.40335 -9.89412
H -19.13640 -22.58086 -10.00430
C -10.90244 -23.73019 -11.83205
N -10.28078 -25.02235 -12.06521
C -9.49503 -25.02296 -13.31278
C -9.29706 -25.29520 -10.90878
C -11.34639 -26.09212 -12.25791
C -12.14095 -26.39077 -11.01670
O -13.10488 -25.36603 -10.68879
H -11.90942 -23.79007 -12.33204
H -10.30684 -22.95652 -12.36528
H -11.04609 -23.48434 -10.77442
H -9.05129 -26.05267 -13.43315
H -8.80939 -24.17302 -13.27359
H -10.18957 -24.75458 -14.13435
H -8.58193 -24.39794 -11.00317
H -8.76679 -26.24670 -11.06499
H -9.85375 -25.34704 -10.00712
H -10.98049 -27.07668 -12.64124
H -12.04602 -25.82258 -13.05608
H -11.58754 -26.58940 -10.10920
H -12.64155 -27.32341 -11.35477
H -13.92590 -25.52367 -11.15386
C -25.18647 -25.83227 -8.58085
N -24.20479 -25.49974 -7.44122
C -23.87993 -26.67682 -6.61855
C -22.95020 -25.08553 -8.08917
C -24.74265 -24.37105 -6.62254
C -25.81554 -24.80874 -5.56772
O -26.94782 -25.30249 -6.28405
H -24.75590 -26.56841 -9.23833
H -25.36450 -24.85045 -9.09487
H -26.11287 -26.26472 -8.19254
H -23.34811 -27.38325 -7.29627
H -24.71541 -27.19882 -6.20212
H -23.23222 -26.31611 -5.82955
H -22.70992 -25.79528 -8.88683
H -22.18421 -25.12081 -7.27003
H -23.10987 -24.04352 -8.44784
H -25.22809 -23.76504 -7.36443
H -23.90228 -23.84729 -6.16352
H -26.00087 -23.93273 -4.92601
H -25.30904 -25.53356 -4.90549
H -27.69252 -25.13527 -5.65163
N -19.37942 -23.57010 -6.08726
O -20.53379 -23.26236 -5.82641
O -19.18701 -24.48679 -6.89207
O -18.43867 -22.96824 -5.51605
N -10.32602 -21.95840 -7.77198
O -11.19396 -21.22891 -6.95911
O -9.16599 -21.69396 -7.80741
O -10.85236 -22.87207 -8.49736
N -11.70925 -28.32548 -4.46470
O -11.39711 -27.96650 -5.62296
O -11.17184 -29.29720 -3.85238
O -12.86495 -27.82879 -4.05499
N -10.13508 -34.05678 -8.26776
O -9.53321 -35.09499 -8.07569
O -10.78274 -33.48570 -7.35594
O -10.14296 -33.44932 -9.39712
N -20.35217 -27.21013 -9.27276
O -20.37302 -25.95187 -9.63915
O -21.22411 -27.54594 -8.53116
O -19.61134 -28.06524 -9.73865
N -14.61454 -30.27650 -3.91026
O -15.65755 -29.60541 -4.12729
O -13.99516 -30.64700 -4.92466
O -14.28354 -30.58762 -2.73927
N -13.79342 -27.57200 -13.65282
O -14.22279 -26.61230 -12.91584
O -14.34620 -27.80525 -14.74617
O -12.86293 -28.26705 -13.32319
N -15.61618 -31.18170 -11.82907
O -15.59913 -30.31304 -10.98198
O -16.72399 -31.27888 -12.58108
O -14.75492 -32.07956 -12.00215
```

Calculated values
**E_tot**: -6682.2232 hartree
**HOMO-LUMO gap**: 7.41 eV
**Charge**: +5
**2S+1**: 1

These are the Löwdin partial charges, in e, on atoms 1 to 99:
1 C 0.01
2 C -0.58
3 O 0.05
4 N 0.04
5 H 0.10
6 H 0.21
7 C -0.02
8 H 0.11
9 H 0.05
10 H 0.07
11 H 0.07
12 H 0.08
13 H 0.10
14 C 0.01
15 C -0.45
16 O 0.01
17 N -0.02
18 H 0.13
19 H 0.17
20 C -0.10
21 H 0.07
22 H 0.06
23 H 0.11
24 H 0.11
25 H 0.10
26 H 0.03
27 C 0.02
28 C -0.51
29 O 0.00
30 N 0.01
31 H 0.22
32 H 0.10
33 C -0.08
34 H 0.08
35 H 0.08
36 H 0.05
37 H 0.07
38 H 0.07
39 H 0.08
40 C 0.04
41 C -0.48
42 O -0.01
43 N 0.05
44 H 0.10
45 H 0.11
46 C -0.06
47 H 0.06
48 H 0.06
49 H 0.11
50 H 0.10
51 H 0.07
52 H 0.07
53 C -0.12
54 C -0.30
55 C -0.16
56 C -0.15
57 N -0.28
58 C -0.05
59 C -0.06
60 C -0.16
61 C -0.12
62 C 0.03
63 H 0.09
64 H 0.08
65 H 0.11
66 H 0.12
67 H 0.11
68 H 0.15
69 H 0.08
70 H 0.14
71 H 0.14
72 H 0.10
73 H 0.12
74 H 0.09
75 H 0.11
76 H 0.10
77 H 0.12
78 H 0.13
79 H 0.18
80 H 0.06
81 H 0.13
82 H 0.09
83 C -0.12
84 C -0.26
85 C -0.18
86 C -0.11
87 N -0.28
88 C -0.03
89 C -0.08
90 C -0.09
91 C -0.13
92 C 0.03
93 H 0.06
94 H 0.09
95 H 0.10
96 H 0.12
97 H 0.13
98 H 0.12
99 H 0.09